Record 1
Computed, not measured: C59H47CaCl5N2OP2S3 as an isolated structure at a distorted geometry, with ωB97M-V/def2-TZVPD.

```
120
Properties=species:S:1:pos:R:3:forces:R:3
Ca 0.7645 -1.6623 -0.7665 -0.774 0.874 0.472
S -0.1167 1.1012 0.4063 0.115 -0.162 0.191
C -1.3344 1.9610 -0.2958 -0.176 -0.126 -0.370
N -1.6760 3.1859 0.1242 -0.132 0.081 -0.021
C -2.3149 4.1265 -0.7970 0.126 -0.001 0.092
C -3.4414 3.4449 -1.5022 -0.159 -0.152 -0.015
N -2.9836 2.2073 -2.1173 0.133 0.195 -0.138
C -3.5485 1.9156 -3.4434 -0.114 -0.103 0.055
C -2.9609 2.8197 -4.4971 0.114 0.039 0.082
C -1.6031 2.7164 -4.8000 0.028 0.011 -0.006
C -1.0396 3.5419 -5.7574 -0.024 0.144 0.091
C -1.8249 4.4797 -6.4201 0.005 0.064 0.210
C -3.1725 4.5895 -6.1195 0.053 0.025 0.082
C -3.7384 3.7600 -5.1570 -0.003 0.045 -0.066
C -2.0987 1.3961 -1.5193 0.193 0.318 0.197
S -1.7764 -0.1166 -2.0637 0.167 -0.542 0.127
C -1.2117 3.7532 1.3915 0.120 0.001 -0.053
C -0.1457 4.8109 1.2266 0.003 0.026 -0.029
C 1.0593 4.5243 0.5852 -0.012 0.012 0.018
C 2.0236 5.5099 0.4422 -0.020 -0.002 0.010
C 1.7985 6.7899 0.9357 -0.016 -0.017 -0.015
C 0.6047 7.0804 1.5770 -0.023 -0.042 -0.003
C -0.3640 6.0933 1.7162 0.036 0.007 0.015
H -1.5773 4.4959 -1.5149 0.029 0.022 0.013
H -2.6816 4.9751 -0.2217 0.007 -0.009 0.022
H -3.8401 4.0903 -2.2835 0.040 -0.007 -0.035
H -4.2461 3.2189 -0.7939 -0.052 0.008 -0.029
H -4.6329 2.0313 -3.3840 -0.012 0.036 -0.005
H -3.3298 0.8775 -3.6724 -0.059 -0.028 0.025
H -0.9929 1.9699 -4.2996 -0.005 0.029 -0.018
H 0.0119 3.4463 -5.9955 -0.006 -0.036 -0.016
H -1.3861 5.1143 -7.1795 0.004 0.005 0.004
H -3.7873 5.3176 -6.6329 -0.009 -0.015 -0.014
H -4.7968 3.8369 -4.9299 0.006 0.004 -0.001
H -0.8612 2.9272 2.0062 0.023 -0.003 0.003
H -2.0844 4.1954 1.8770 -0.030 0.008 -0.007
H 1.2415 3.5255 0.2077 -0.006 0.016 -0.001
H 2.9572 5.2756 -0.0529 -0.011 0.008 -0.009
H 2.5504 7.5589 0.8148 0.009 -0.013 0.017
H 0.4231 8.0736 1.9669 -0.004 -0.005 -0.011
H -1.2977 6.3224 2.2190 0.006 0.003 -0.017
Cl -0.8909 -3.6672 -2.6494 0.075 -0.054 0.083
C 0.5596 -4.5104 -2.0829 -0.039 -0.083 0.046
C 1.2067 -3.9632 -0.9950 0.351 -0.658 -0.074
C 2.3592 -4.6237 -0.6214 0.013 -0.026 0.097
Cl 3.3249 -3.9235 0.6906 -0.110 -0.031 -0.123
C 2.8365 -5.7815 -1.2269 0.061 0.012 0.067
Cl 4.2708 -6.5629 -0.6731 -0.013 -0.024 -0.027
C 2.1308 -6.3002 -2.3114 0.011 -0.012 0.011
Cl 2.6802 -7.7281 -3.1003 -0.006 0.009 0.005
C 0.9826 -5.6506 -2.7577 -0.200 0.037 -0.130
Cl 0.1171 -6.2530 -4.1222 0.020 -0.017 0.020
C 0.7518 -3.2632 3.2372 0.065 0.003 -0.136
P 0.6397 -1.6832 2.2982 -0.233 0.123 0.330
C -0.9956 -1.0593 2.8298 0.043 0.022 -0.019
C -2.0606 -1.3091 1.9673 -0.026 0.046 -0.025
C -3.3421 -0.8738 2.2702 0.013 0.026 0.049
C -3.5713 -0.1802 3.4505 0.027 -0.022 0.006
C -2.5217 0.0565 4.3302 0.000 -0.034 -0.038
C -1.2427 -0.3857 4.0244 0.008 0.009 0.045
C 1.8981 -0.5762 3.0353 0.063 -0.077 0.000
C 3.2094 -1.0566 3.0559 0.042 0.060 0.018
C 4.2569 -0.2540 3.4787 -0.041 -0.015 -0.004
C 4.0148 1.0537 3.8758 -0.019 -0.018 0.018
C 2.7218 1.5522 3.8338 -0.013 -0.044 -0.030
C 1.6719 0.7453 3.4138 -0.021 0.061 -0.043
P 0.1413 -3.3937 4.9713 -0.031 -0.085 0.118
C 0.6785 -5.1218 5.3364 -0.029 0.021 0.027
C 0.9404 -6.0823 4.3626 0.027 -0.010 0.017
C 1.2798 -7.3848 4.7185 -0.028 0.067 -0.010
C 1.3562 -7.7465 6.0521 -0.014 0.034 0.039
C 1.0847 -6.7999 7.0346 0.007 -0.008 -0.026
C 0.7451 -5.5056 6.6794 0.007 0.021 -0.029
C 1.4104 -2.4799 5.9315 0.049 -0.071 0.026
C 0.9709 -1.5303 6.8476 0.049 0.071 0.040
C 1.8775 -0.8395 7.6472 -0.009 -0.032 -0.064
C 3.2336 -1.1027 7.5367 -0.027 -0.021 -0.036
C 3.6832 -2.0603 6.6321 -0.040 0.013 0.007
C 2.7774 -2.7429 5.8382 -0.007 -0.008 0.032
H 1.7668 -3.6493 3.1249 0.000 -0.034 -0.052
H 0.0939 -3.9269 2.6664 0.101 -0.059 -0.088
H -1.8934 -1.8399 1.0352 0.009 0.023 -0.019
H -4.1535 -1.0655 1.5799 -0.002 -0.021 0.012
H -4.5688 0.1648 3.6911 0.000 0.007 0.003
H -2.7011 0.5776 5.2624 -0.001 0.005 -0.010
H -0.4324 -0.1997 4.7205 -0.055 -0.042 -0.026
H 3.4202 -2.0682 2.7325 -0.001 -0.019 0.018
H 5.2632 -0.6528 3.4967 -0.005 0.005 -0.007
H 4.8303 1.6806 4.2128 0.000 0.006 -0.021
H 2.5224 2.5776 4.1188 0.006 -0.005 0.016
H 0.6765 1.1645 3.3634 0.014 -0.012 -0.010
H 0.8910 -5.8305 3.3120 0.020 -0.018 -0.021
H 1.4871 -8.1134 3.9450 -0.003 0.016 -0.006
H 1.6237 -8.7583 6.3283 -0.004 0.010 0.003
H 1.1377 -7.0736 8.0809 0.002 0.007 -0.006
H 0.5385 -4.7765 7.4556 0.005 -0.003 -0.004
H -0.0925 -1.3390 6.9443 0.009 0.002 -0.006
H 1.5219 -0.1026 8.3560 -0.001 -0.003 0.002
H 3.9426 -0.5694 8.1573 -0.005 -0.005 -0.003
H 4.7416 -2.2748 6.5509 -0.008 0.007 -0.003
H 3.1349 -3.5010 5.1491 -0.013 0.001 0.010
C -2.6277 2.5146 -10.2887 0.073 -0.072 -0.028
C -2.0718 1.8619 -9.0448 -0.029 -0.034 -0.142
O -2.3754 2.1949 -7.9341 -0.048 -0.296 -0.186
S -0.8937 0.5597 -9.4233 -0.071 0.152 -0.039
C -0.2757 0.1977 -7.8101 0.074 -0.011 0.096
C -1.0331 -0.5525 -6.9188 0.009 0.004 0.046
C -0.5552 -0.8041 -5.6451 -0.113 -0.064 -0.049
C 0.6927 -0.3240 -5.2395 0.074 0.225 0.184
C 1.4578 0.4079 -6.1538 -0.043 0.010 -0.064
C 0.9765 0.6695 -7.4269 -0.038 -0.027 0.058
C 1.1410 -0.5250 -3.8915 0.065 -0.150 -0.026
C 1.4731 -0.7239 -2.7287 0.395 0.390 -0.783
H -3.6481 2.8411 -10.1022 -0.011 -0.005 0.024
H -2.5911 1.8446 -11.1470 -0.010 0.015 0.005
H -2.0141 3.3893 -10.5130 -0.010 -0.003 0.004
H -2.0029 -0.9254 -7.2219 -0.001 0.003 0.003
H -1.1510 -1.3717 -4.9421 0.012 -0.011 -0.002
H 2.4259 0.7797 -5.8454 0.003 0.000 -0.016
H 1.5663 1.2485 -8.1263 0.004 0.002 0.001
```
Forces are in eV/Å.

Its total energy is -7317.086091 Eh. The energy relative to the best compared isomer or geometry (same formula, charge and spin) is 30.7 kcal/mol. The lowest unoccupied orbital energy comes out at -1.02 eV.

***

Record 2
Computed, not measured: an isolated ion of composition C15H19N2O3P and charge +2 at a distorted geometry, with ωB97M-V/def2-TZVPD.

```
40
Properties=species:S:1:pos:R:3:forces:R:3
C 4.7442 -2.4005 -0.2114 -0.338 0.716 0.497
C 5.1925 -0.9381 -0.2764 0.534 -0.038 -1.441
O 5.5473 -0.4571 -1.3257 -0.310 -0.111 0.993
O 5.2021 -0.1525 0.8711 -0.729 -1.070 -0.476
C 3.8722 0.2153 1.2640 0.522 0.937 0.478
C 3.6584 1.6925 0.8075 -0.107 -0.641 0.111
C 2.8976 1.8212 -0.5206 1.185 0.313 0.444
N 1.4562 1.4258 -0.4405 0.056 0.105 -0.144
C 0.7461 1.5444 0.6816 -0.110 0.210 1.290
C -0.5671 1.1526 0.7688 -0.765 -0.284 -0.706
C -1.1926 0.6179 -0.3658 0.117 0.517 0.679
C -2.6110 0.1651 -0.2277 -0.136 -0.914 -0.449
C -2.8853 -1.2220 -0.3006 0.780 0.968 -0.133
C -4.1639 -1.6529 -0.1370 -0.123 -1.046 0.134
N -5.1952 -0.8075 0.0947 1.172 -0.781 -0.090
P -6.8227 -1.5026 0.3378 -2.554 -0.384 -0.108
O -7.8786 -0.5261 0.0978 0.480 0.591 0.015
C -4.9483 0.5030 0.1293 -1.164 1.028 0.264
C -3.6862 1.0242 -0.0231 0.803 0.189 -0.037
C -0.4445 0.5286 -1.5387 -1.019 -0.391 0.017
C 0.8605 0.9401 -1.5383 0.426 -0.098 -0.734
H 4.4807 -2.7041 -1.2274 0.221 -0.033 0.239
H 3.8621 -2.4988 0.4380 0.307 -0.126 -0.069
H 5.5399 -3.0340 0.1961 -0.118 0.201 -0.103
H 3.8638 0.1611 2.3605 -0.199 -0.073 -0.306
H 3.1172 -0.4690 0.8476 0.163 0.093 0.149
H 4.6709 2.0845 0.6402 -0.337 0.004 -0.072
H 3.2410 2.3054 1.6184 -0.040 -0.106 -0.308
H 3.0054 2.8582 -0.8659 -0.543 -0.249 -0.078
H 3.3805 1.1711 -1.2630 -0.282 0.126 0.134
H 1.1933 1.9358 1.5923 0.366 0.004 -0.512
H -1.1352 1.2489 1.6919 0.392 0.071 -0.075
H -2.0741 -1.9241 -0.4848 -0.322 0.030 0.081
H -4.3638 -2.7247 -0.1667 -0.245 0.285 -0.006
H -6.8780 -2.5832 -0.5768 0.805 0.159 0.241
H -6.8987 -2.0677 1.6367 0.872 0.129 -0.264
H -5.8068 1.1617 0.2869 0.113 -0.322 -0.049
H -3.5372 2.1010 0.0150 -0.165 -0.202 0.006
H -0.9045 0.1300 -2.4419 0.305 0.143 0.099
H 1.4618 0.8765 -2.4438 -0.015 0.055 0.284
```
Forces are in eV/Å.

Its total energy is -1258.985181 Eh. As for the total charge: +2. The lowest unoccupied orbital energy comes out at -8.12 eV.